# C19H26BMgN7

A molecular structure, C19H26BMgN7 (ωB97M-V with the def2-TZVPD basis set, OMol25).

Positions of all 54 atoms, in Å:
H -0.222 2.967 0.919
N 0.176 1.664 -0.710
B 0.791 0.719 -2.978
N 0.664 1.902 -1.985
C 0.878 3.217 -2.170
Mg -0.451 -0.507 -0.202
H 1.233 3.577 -3.126
C 0.539 3.871 -0.990
H 0.581 4.924 -0.794
C 0.113 2.858 -0.101
H 1.204 1.076 -4.036
C -1.614 -2.470 0.827
H -1.954 -2.653 1.859
H -0.636 -2.964 0.695
H -2.353 -2.916 0.146
N -0.661 0.129 -3.101
N 1.692 -0.379 -2.360
N -1.334 -0.362 -1.981
N 1.355 -0.985 -1.149
C -1.448 0.039 -4.181
C 2.804 -0.939 -2.859
H -1.070 0.379 -5.135
H 3.195 -0.615 -3.816
C -2.663 -0.520 -3.790
C 3.232 -1.923 -1.973
C -2.557 -0.757 -2.403
C 2.305 -1.909 -0.911
H -3.505 -0.737 -4.413
H 4.082 -2.566 -2.084
H -3.279 -1.194 -1.720
H 2.299 -2.526 -0.019
H -1.653 -1.336 0.753
C 2.519 0.965 4.771
N 1.933 -0.236 4.261
C 1.936 -1.405 5.088
C 1.239 -0.233 2.983
C -0.179 0.313 2.999
C -0.825 0.650 4.225
C -2.128 1.164 4.201
C -2.777 1.373 2.982
C -2.117 1.048 1.768
C -0.877 0.459 1.822
H 3.316 0.701 5.484
H 1.775 1.589 5.301
H 2.932 1.558 3.941
H 1.009 -1.483 5.690
H 2.004 -2.306 4.458
H 2.791 -1.357 5.781
H 1.848 0.372 2.282
H 1.255 -1.276 2.612
H -0.291 0.491 5.172
H -2.620 1.390 5.152
H -3.790 1.771 2.960
H -2.631 1.237 0.825

Results
spin multiplicity = 1
relative energy (zero: lowest compared OMol25 entry of this formula, charge and spin) = 0.0 kcal/mol
HOMO-LUMO gap = 0.280 Ha
E_LUMO = 0.40 eV
E_HOMO = -0.2651 Ha
M = 387.58 g/mol

Atomic partial charges in e from the Mulliken method, atoms 1 to 2: 0.4343, 0.0411

---

# C4H4N2O

A molecular structure, C4H4N2O (ωB97M-V with the def2-TZVPD basis set, OMol25).

Positions of all 11 atoms, in Å:
O -1.721 -1.672 0.129
C -1.555 -0.454 0.189
C -0.411 0.203 -0.331
C 0.292 1.424 -0.057
N 1.581 1.189 0.005
C 1.353 -0.199 0.066
N 0.667 -0.741 -0.941
H -2.309 0.213 0.650
H -0.139 2.415 0.078
H 1.676 -0.756 0.950
H 0.353 -1.693 -0.738

Results
spin multiplicity = 1
relative energy (zero: lowest compared OMol25 entry of this formula, charge and spin) = 98.4 kcal/mol
HOMO-LUMO gap = 0.289 Ha
E_LUMO = -0.43 eV
E_HOMO = -0.3050 Ha
M = 96.09 g/mol

Atomic partial charges in e from the Mulliken method, atoms 1 to 2: -0.6032, 0.0567

---

# C6H11NO2

C6H11NO2 in the gas phase (ωB97M-V with the def2-TZVPD basis set, OMol25).

Positions of all 20 atoms, in Å:
C -1.429 1.761 0.396
C -1.136 0.505 0.025
C -2.058 -0.660 0.243
O -0.415 0.333 -1.373
C 0.583 -0.473 -1.045
N 0.791 -1.588 -1.782
C 1.052 -0.240 0.250
C 1.709 1.064 0.600
O 1.589 -1.369 0.894
H -2.318 1.955 0.975
H -0.832 2.610 0.098
H -2.629 -0.874 -0.661
H -2.769 -0.415 1.030
H -1.508 -1.558 0.527
H 1.503 -2.223 -1.457
H 0.034 -1.957 -2.336
H 2.801 0.992 0.525
H 1.421 1.368 1.610
H 1.385 1.852 -0.074
H 2.227 -1.081 1.556

Results
spin multiplicity = 1
relative energy (zero: lowest compared OMol25 entry of this formula, charge and spin) = 90.0 kcal/mol
HOMO-LUMO gap = 0.274 Ha
E_LUMO = 0.75 eV
E_HOMO = -0.2465 Ha
M = 129.16 g/mol

Atomic partial charges in e from the Mulliken method, atoms 1 to 2: -1.1342, 0.9612

---

# C3H4LiO3Sm

A molecular structure, C3H4LiO3Sm (ωB97M-V with the def2-TZVPD basis set, OMol25).

Positions of all 12 atoms, in Å:
O 0.619 -0.366 1.327
C 1.083 -0.310 0.081
C -0.763 -0.332 1.609
O 2.300 -0.272 -0.103
O 0.262 -0.185 -0.902
C -1.459 0.883 1.553
H -1.107 -1.205 2.166
H -1.737 -1.294 0.516
H -0.899 1.821 1.618
H -2.493 0.831 1.911
Sm -1.873 0.363 -1.137
Li 1.974 -0.060 -2.039

Results
spin multiplicity = 7
relative energy (zero: lowest compared OMol25 entry of this formula, charge and spin) = 42.9 kcal/mol
HOMO-LUMO gap (spin up / spin down) = 0.221 / 0.221 Ha
charge = +1
E_LUMO (spin up / spin down) = -4.62 / -4.61 eV
E_HOMO (spin up / spin down) = -0.3910 / -0.3909 Ha
M = 245.36 g/mol

Atomic partial charges in e from the Mulliken method, atoms 1 to 2: -0.3081, 1.0957